{"formula": "C12H19F6HgOS4", "method": "ωB97M-V/def2-TZVPD", "symbols": ["Hg", "C", "C", "S", "C", "C", "S", "C", "C", "S", "C", "C", "S", "H", "H", "H", "H", "H", "H", "H", "H", "H", "H", "H", "H", "H", "H", "H", "H", "C", "C", "O", "C", "F", "F", "F", "C", "F", "F", "F", "H", "H", "H"], "coordinates": [[-0.7001, -0.0136, -0.8497], [-3.1631, -0.7664, 1.4817], [-3.7672, -0.1339, 0.2303], [-2.7451, 1.1341, -0.5912], [-1.2842, 3.3400, 1.7113], [-0.2872, 3.9095, 0.7909], [0.5142, 2.6848, -0.3182], [1.9184, 2.1639, 0.6924], [1.5659, 1.3154, 1.9120], [1.0299, -0.3296, 1.3962], [-0.1159, -0.7052, 2.7424], [-0.8465, -2.0144, 2.4678], [-1.9214, -1.9952, 1.0151], [-3.9393, -1.2599, 2.0685], [-2.7061, 0.0173, 2.0849], [-4.6681, 0.4059, 0.5265], [-4.0732, -0.9033, -0.4801], [-0.9980, 2.9712, 2.6857], [-2.3009, 3.1789, 1.3899], [0.5420, 4.4043, 1.2995], [-0.7298, 4.6140, 0.0872], [2.4642, 3.0551, 1.0074], [2.5747, 1.6098, 0.0167], [0.7589, 1.7816, 2.4774], [2.4339, 1.2252, 2.5675], [-0.8182, 0.1254, 2.8369], [0.4339, -0.7928, 3.6818], [-1.4210, -2.3083, 3.3476], [-0.1303, -2.8132, 2.2684], [1.8535, -3.1248, -2.6971], [1.3184, -1.6988, -2.5536], [0.4525, -1.6471, -1.4950], [2.5169, -0.7557, -2.3132], [2.1283, 0.5122, -2.0630], [3.3757, -0.7062, -3.3435], [3.2095, -1.1575, -1.2308], [0.5909, -1.3156, -3.8645], [-0.4812, -2.1023, -4.0331], [0.1456, -0.0420, -3.8433], [1.3593, -1.4465, -4.9594], [2.3200, -3.4106, -1.7576], [2.5766, -3.2163, -3.5073], [1.0132, -3.7893, -2.8852]], "forces_ev_per_angstrom": [[-0.433, -0.371, -0.293], [-0.055, 0.080, -0.039], [-0.115, 0.089, -0.040], [-0.140, -0.023, 0.055], [-0.065, 0.105, 0.135], [-0.053, -0.038, 0.037], [0.532, 0.005, -0.275], [0.081, 0.028, 0.044], [0.014, 0.124, -0.039], [0.245, -0.084, 0.264], [-0.090, -0.078, 0.017], [0.024, 0.079, 0.018], [-0.026, -0.178, 0.030], [-0.020, 0.014, -0.006], [-0.006, -0.018, 0.023], [-0.033, -0.056, -0.007], [0.031, -0.006, -0.006], [0.024, 0.049, 0.021], [0.054, 0.015, -0.031], [-0.081, 0.061, 0.046], [-0.060, 0.041, 0.089], [-0.012, 0.010, 0.019], [-0.046, 0.047, 0.052], [0.048, -0.029, -0.007], [0.009, -0.008, -0.034], [0.020, -0.015, 0.023], [0.041, 0.013, -0.045], [-0.032, 0.032, -0.016], [0.007, 0.002, 0.014], [0.036, -0.020, -0.072], [-0.082, -0.121, 0.021], [0.223, 0.134, -0.050], [0.067, -0.103, 0.042], [-0.024, 0.076, -0.031], [-0.014, 0.011, 0.092], [-0.029, 0.080, -0.099], [-0.017, 0.015, 0.007], [0.045, 0.052, -0.014], [0.009, -0.046, -0.005], [-0.051, 0.011, 0.042], [-0.009, 0.006, 0.006], [-0.006, 0.005, 0.010], [-0.010, 0.011, 0.002]], "nbo_charge": [1.2836, -0.5482, -0.5349, -0.4446, -0.2910, -0.6044, 0.2014, -0.5522, -0.5456, 0.2100, -0.5396, -0.5451, 0.2058, 0.2204, 0.2154, 0.2254, 0.2150, 0.1604, 0.2000, 0.2223, 0.2415, 0.2232, 0.2500, 0.2193, 0.2248, 0.2140, 0.2245, 0.2272, 0.2427, -0.6356, 0.0989, -0.9194, 0.9528, -0.3386, -0.3207, -0.3265, 0.9504, -0.3191, -0.3301, -0.3235, 0.2321, 0.2240, 0.2339], "energy_ha": -2889.2382, "spin_multiplicity": 2, "e_lumo_ev": [0.325, -0.224], "homo_energy_ev": [-8.077, -8.278], "charge": 0}